Model A:
Computed, not measured: 2 unconnected molecules or ions with the total composition C7H16N2O2, with the ωB97M-V functional and the def2-TZVPD basis.

The geometry in XYZ format:
```
27
C7H16N2O2 | the Open Molecules 2025 dataset | the ωB97M-V functional and the def2-TZVPD basis
C 0.321 1.969 1.581
C -1.041 2.061 0.869
C -0.136 -0.354 2.446
C 2.224 0.685 -0.336
C 1.286 -0.028 0.580
O 0.804 -1.095 0.198
N 0.716 0.561 1.686
H 1.118 2.537 1.099
H 0.340 2.411 2.581
H -0.963 1.604 -0.119
H -0.948 3.054 0.382
H 0.496 -0.904 3.114
H 1.721 1.462 -0.917
H -1.883 2.000 1.531
H -0.788 0.284 3.040
H -0.689 -0.951 1.762
H 3.105 1.168 0.094
H 2.645 0.004 -1.066
C -0.490 -0.875 -2.442
C -1.420 -1.859 -1.837
O -2.403 -1.507 -1.206
N -1.090 -3.182 -1.840
H 0.144 -0.507 -1.615
H -0.999 0.086 -2.572
H -1.695 -3.744 -1.265
H -0.484 -3.685 -2.457
H 0.108 -1.194 -3.288
```

Calculated values
Total charge: 0
Highest occupied orbital energy, eV: -9.003
SMILES: CCN(C)C(C)=O.CC(N)=O

These are the Löwdin partial charges, in e, on atoms 1 to 4: -0.22 -0.05 -0.03 -0.01



Model B:
Computed, not measured: 2 unconnected molecules or ions with the total composition C7H16N2O2, with the ωB97M-V functional and the def2-TZVPD basis.

The geometry in XYZ format:
```
27
C7H16N2O2 | the Open Molecules 2025 dataset | the ωB97M-V functional and the def2-TZVPD basis
C -1.534 -0.712 0.611
C -0.222 0.146 0.977
C -2.767 1.566 0.698
C -1.770 -0.405 -2.496
C -2.222 0.549 -1.293
O -2.231 1.718 -1.674
N -2.452 0.245 0.058
H -1.044 -1.334 -0.089
H -1.925 -1.491 1.333
H 0.289 0.081 2.120
H -0.837 1.077 1.088
H -3.399 2.175 -0.122
H -2.678 -0.934 -2.828
H 0.377 0.030 -0.024
H -2.972 1.615 1.842
H -1.787 2.239 0.548
H -1.626 0.309 -3.401
H -0.904 -1.009 -2.196
C 3.619 -0.057 -0.321
C 3.145 -0.431 1.067
O 2.848 0.493 1.863
N 2.957 -1.715 1.423
H 4.320 0.679 -0.324
H 2.879 0.474 -0.960
H 2.600 -2.025 2.254
H 3.100 -2.438 0.556
H 4.237 -0.845 -0.710
```

Calculated values
Total charge: 0
Highest occupied orbital energy, eV: -9.136
SMILES: CCN(C)C(C)=O.CC(N)=O

These are the Löwdin partial charges, in e, on atoms 1 to 4: -0.24 -0.07 -0.09 0.01



Which of them is least stable? Easy: model B.



Model A:
Computed, not measured: C4H7N3O2 in the gas phase, with the ωB97M-V functional and the def2-TZVPD basis.

The geometry in XYZ format:
```
16
C4H7N3O2 | the Open Molecules 2025 dataset | the ωB97M-V functional and the def2-TZVPD basis
C -0.917 0.392 1.363
C 1.620 -0.289 -0.157
C -0.720 -0.370 0.059
C -0.730 1.143 0.095
N 2.633 -0.991 -0.718
N -1.791 -1.137 -0.476
N -0.896 2.196 -0.549
O 1.761 0.766 0.405
O 0.482 -1.047 -0.180
H 3.543 -0.568 -0.756
H 2.440 -1.853 -1.195
H -1.651 -1.319 -1.464
H -2.680 -0.673 -0.338
H -1.099 3.021 0.020
H -0.099 0.367 2.068
H -1.896 0.362 1.824
```

Calculated values
Total charge: 0
Highest occupied orbital energy, eV: -8.632
SMILES: [H]/N=C1\C[C@]1(N)OC(N)=O

These are the Löwdin partial charges, in e, on atoms 1 to 4: 0.02 -0.58 -0.47 -0.30



Model B:
Computed, not measured: C4H7N3O2 in the gas phase, with the ωB97M-V functional and the def2-TZVPD basis.

The geometry in XYZ format:
```
16
C4H7N3O2 | the Open Molecules 2025 dataset | the ωB97M-V functional and the def2-TZVPD basis
C 1.816 0.173 -0.079
C -0.667 -0.193 0.009
C -1.188 0.987 0.311
C -2.793 -0.426 -0.223
H 3.034 -1.535 0.530
H 3.875 -0.200 -0.497
H 1.129 1.888 -0.293
H 0.521 -1.468 -0.053
H -0.746 1.632 1.109
H -3.127 -0.745 0.778
H -3.543 -0.382 -0.931
N 2.985 -0.573 0.015
N 2.071 1.367 -0.548
N 0.611 -0.529 0.396
O -2.457 0.961 -0.014
O -1.521 -0.956 -0.508
```

Calculated values
Total charge: 0
Highest occupied orbital energy, eV: -7.494
SMILES: [H]/N=C(/N)NC1=COCO1

These are the Löwdin partial charges, in e, on atoms 1 to 4: -0.52 -0.48 -0.14 -0.07



Which of them is least stable? Easy: model B.



Model A:
Computed, not measured: C2H6OSi in the gas phase, with the ωB97M-V functional and the def2-TZVPD basis.

The geometry in XYZ format:
```
10
C2H6OSi | the Open Molecules 2025 dataset | the ωB97M-V functional and the def2-TZVPD basis
C -0.482 -2.088 0.212
C 1.145 1.718 -0.235
O -0.356 -1.076 -0.530
Si -0.440 0.857 -0.222
H -1.208 -1.963 1.081
H 1.589 1.902 0.737
H 1.905 2.116 -0.930
H -1.046 0.841 -1.471
H -1.106 0.800 1.084
H -0.001 -3.106 0.273
```

Calculated values
Total charge: 0
Highest occupied orbital energy (spin up / spin down), eV: -6.789 / -6.789

These are the Löwdin partial charges, in e, on atoms 1 to 4: 0.00 -0.29 -0.20 0.54



Model B:
Computed, not measured: 2 unconnected molecules or ions with the total composition C2H6OSi, with the ωB97M-V functional and the def2-TZVPD basis.

The geometry in XYZ format:
```
10
C2H6OSi | the Open Molecules 2025 dataset | the ωB97M-V functional and the def2-TZVPD basis
C 1.883 0.644 -0.098
C -1.368 -0.606 -0.202
O 1.633 -0.843 -0.259
Si 0.358 -0.218 0.464
H 2.691 0.888 0.526
H 1.899 1.116 -1.004
H -1.821 -0.093 0.640
H -1.388 -0.067 -1.175
H -1.561 -1.577 -0.263
H -0.269 0.596 2.447
```

Calculated values
Total charge: 0
Highest occupied orbital energy, eV: -8.923

These are the Löwdin partial charges, in e, on atoms 1 to 4: -0.19 -0.18 -0.27 0.56



Which of them is least stable? Easy: model A.



Model A:
Computed, not measured: C3H4N4S in the gas phase, with the ωB97M-V functional and the def2-TZVPD basis.

The geometry in XYZ format:
```
12
C3H4N4S | the Open Molecules 2025 dataset | the ωB97M-V functional and the def2-TZVPD basis
C -1.344 0.083 1.317
C 0.714 -0.415 0.876
C 0.082 0.097 -0.388
N -0.278 -0.373 1.849
N -1.215 0.381 -0.015
N 1.866 -0.844 1.185
N 0.415 0.252 -1.662
S 1.779 0.099 -2.594
H -2.274 0.208 1.840
H -1.909 0.805 -0.611
H 2.546 -0.845 0.431
H -0.381 0.553 -2.226
```

Calculated values
Total charge: 0
Highest occupied orbital energy (spin up / spin down), eV: -7.895 / -7.859
SMILES: [H]/N=C1/N=CN/C1=[NH+]/[S-]

These are the Löwdin partial charges, in e, on atoms 1 to 4: -0.16 -0.38 -0.24 0.11



Model B:
Computed, not measured: 2 unconnected molecules or ions with the total composition C3H4N4S, with the ωB97M-V functional and the def2-TZVPD basis.

The geometry in XYZ format:
```
12
C3H4N4S | the Open Molecules 2025 dataset | the ωB97M-V functional and the def2-TZVPD basis
C -1.613 0.557 -0.674
C -2.174 0.171 0.513
C 2.136 -0.060 0.183
N -0.656 -0.216 -1.091
N 1.676 -1.213 0.075
N 2.391 1.055 0.552
N -0.460 -1.207 -0.381
S -1.415 -1.260 1.027
H -1.950 1.544 -1.181
H -2.894 0.799 1.040
H 1.645 -1.558 -0.831
H 3.313 1.389 0.769
```

Calculated values
Total charge: 0
Highest occupied orbital energy, eV: -8.768
SMILES: c1csnn1.N=C=N

These are the Löwdin partial charges, in e, on atoms 1 to 4: -0.28 -0.42 -0.37 -0.09



Which of them is least stable? Easy: model B.



Model A:
Computed, not measured: C3H6ClN3S in the gas phase, with the ωB97M-V functional and the def2-TZVPD basis.

The geometry in XYZ format:
```
14
C3H6ClN3S | the Open Molecules 2025 dataset | the ωB97M-V functional and the def2-TZVPD basis
C 1.077 1.055 -0.335
C -0.702 -0.583 -0.170
C -1.957 -1.013 -0.184
H 1.267 1.101 2.147
H 0.893 -0.525 1.966
H 2.849 0.376 0.248
H -0.989 1.370 -0.701
H 0.063 -1.330 -0.045
H -2.740 -0.234 -0.396
N 1.591 0.182 1.846
N 1.829 0.166 0.430
N -0.243 0.716 -0.416
S 1.690 2.423 -1.107
Cl -2.419 -2.572 0.330
```

Calculated values
Total charge: 0
Highest occupied orbital energy, eV: -8.568
SMILES: NNC(=S)N/C=C/Cl

These are the Löwdin partial charges, in e, on atoms 1 to 4: -0.90 -0.24 -0.61 0.09



Model B:
Computed, not measured: C3H6ClN3S in the gas phase, with the ωB97M-V functional and the def2-TZVPD basis.

The geometry in XYZ format:
```
14
C3H6ClN3S | the Open Molecules 2025 dataset | the ωB97M-V functional and the def2-TZVPD basis
C -0.102 -0.110 -0.124
C -1.328 -0.947 0.183
C 2.371 -0.107 -0.151
H -1.226 2.796 -0.430
H -1.804 1.772 0.693
H -1.427 -0.921 1.284
H -2.180 -0.491 -0.314
H 1.153 -1.713 0.333
H 2.194 0.944 -0.367
N -1.450 1.803 -0.242
N -0.177 1.137 -0.412
N 1.184 -0.712 0.020
S 3.884 -0.820 -0.155
Cl -1.093 -2.631 -0.317
```

Calculated values
Total charge: 0
Highest occupied orbital energy, eV: -8.493
SMILES: N/N=C(\CCl)NC=S

These are the Löwdin partial charges, in e, on atoms 1 to 4: -0.40 -0.52 -0.71 0.09



Model C:
Computed, not measured: C3H6ClN3S in the gas phase, with the ωB97M-V functional and the def2-TZVPD basis.

The geometry in XYZ format:
```
14
C3H6ClN3S | the Open Molecules 2025 dataset | the ωB97M-V functional and the def2-TZVPD basis
C 0.322 0.470 -0.255
C 0.073 -0.897 1.488
C -1.151 -1.297 1.660
H -0.277 1.677 -2.850
H 1.637 0.040 -1.713
H -1.213 1.749 -0.357
H 1.621 -1.078 -0.007
H 0.747 -0.891 2.336
H -1.481 -1.601 2.734
N 1.210 0.921 -1.255
N -0.807 0.971 0.115
N 0.689 -0.685 0.192
S 0.872 2.134 -2.376
Cl -2.243 -1.512 0.288
```

Calculated values
Total charge: 0
Highest occupied orbital energy, eV: -9.048
SMILES: [H]/N=C(\NS)N/C=C\Cl

These are the Löwdin partial charges, in e, on atoms 1 to 4: -0.66 -0.23 -0.53 -0.16



Which of them is least stable? Easy: model C.



Model A:
Computed, not measured: a molecular structure, C5H6FNO6, with the ωB97M-V functional and the def2-TZVPD basis.

The geometry in XYZ format:
```
19
C5H6FNO6 | the Open Molecules 2025 dataset | the ωB97M-V functional and the def2-TZVPD basis
C 0.219 1.584 -0.112
C 0.266 -1.008 0.553
C -1.866 2.323 0.730
C -0.490 -3.003 -0.466
C 1.245 0.579 0.062
N 2.220 0.190 -0.973
O 1.667 -0.307 -1.932
O 0.119 2.304 -1.065
O 0.081 -1.259 1.708
O 3.410 0.347 -0.788
O -0.685 1.501 0.901
O 0.004 -1.596 -0.507
F 2.066 0.874 1.167
H -1.876 2.513 -0.330
H -1.823 3.195 1.329
H -2.749 1.721 1.197
H -1.599 -3.021 -0.235
H 0.184 -3.535 0.332
H -0.393 -3.399 -1.570
```

Calculated values
Total charge: 0
Highest occupied orbital energy, eV: -10.571

These are the Löwdin partial charges, in e, on atoms 1 to 4: -0.43 -0.41 0.00 0.03



Model B:
Computed, not measured: C5H6FNO6 in the gas phase, with the ωB97M-V functional and the def2-TZVPD basis.

The geometry in XYZ format:
```
19
C5H6FNO6 | the Open Molecules 2025 dataset | the ωB97M-V functional and the def2-TZVPD basis
C 1.219 -0.300 0.018
C -1.831 -0.799 -0.464
C 2.856 -0.245 1.655
C -2.854 1.192 0.531
C 1.090 -0.243 -1.473
N -0.027 -0.233 -2.157
O -1.178 0.143 -1.369
O 0.309 -0.181 0.802
O -1.510 -1.939 -0.510
O -0.255 -0.367 -3.306
O 2.499 -0.407 0.277
O -2.638 -0.168 0.261
F 2.238 -0.443 -2.168
H 3.875 -0.001 1.717
H 2.677 -1.105 2.195
H 2.223 0.540 2.045
H -1.866 1.629 1.044
H -3.722 1.208 1.255
H -3.105 1.720 -0.350
```

Calculated values
Total charge: 0
Highest occupied orbital energy, eV: -9.643
SMILES: COC(=O)O/[N+]([O-])=C(/F)C(=O)OC

These are the Löwdin partial charges, in e, on atoms 1 to 4: -0.42 -0.58 0.01 -0.02



Which of them is least stable? Easy: model A.



Model A:
Computed, not measured: C2H2Cl3F in the gas phase, with the ωB97M-V functional and the def2-TZVPD basis.

The geometry in XYZ format:
```
8
C2H2Cl3F | the Open Molecules 2025 dataset | the ωB97M-V functional and the def2-TZVPD basis
C 0.619 -0.140 -0.658
C -0.255 0.441 0.472
H 1.415 -0.781 -0.282
H -0.635 1.354 -0.069
F 1.090 1.039 -1.208
Cl -0.303 -0.922 -2.077
Cl 0.996 0.848 1.678
Cl -1.444 -0.615 1.125
```

Calculated values
Total charge: 0
Highest occupied orbital energy, eV: -11.336
SMILES: F[C@H](Cl)C(Cl)Cl

These are the Löwdin partial charges, in e, on atoms 1 to 4: -0.76 -1.15 0.09 0.10



Model B:
Computed, not measured: C2H2Cl3F in the gas phase, with the ωB97M-V functional and the def2-TZVPD basis.

The geometry in XYZ format:
```
8
C2H2Cl3F | the Open Molecules 2025 dataset | the ωB97M-V functional and the def2-TZVPD basis
C 0.521 -0.436 -0.377
C -0.560 0.299 0.327
H 0.468 -0.407 -1.498
H 0.504 -1.520 -0.131
F -0.480 0.112 1.681
Cl 2.139 0.146 0.103
Cl -0.427 2.038 0.022
Cl -2.165 -0.231 -0.128
```

Calculated values
Total charge: 0
Highest occupied orbital energy, eV: -11.142
SMILES: FC(Cl)(Cl)CCl

These are the Löwdin partial charges, in e, on atoms 1 to 4: -0.65 -1.36 0.10 0.09



Which of them is least stable? Easy: model A.



Model A:
Computed, not measured: 2 unconnected molecules or ions with the total composition C6H16N, with the ωB97M-V functional and the def2-TZVPD basis.

The geometry in XYZ format:
```
23
C6H16N | the Open Molecules 2025 dataset | the ωB97M-V functional and the def2-TZVPD basis
C 0.803 2.196 0.307
C -0.203 1.325 -0.432
C 0.188 0.061 -0.873
C -1.060 0.314 0.533
C -2.246 -0.484 -0.049
C -1.981 -1.961 -0.320
N 3.389 -0.772 0.418
H 0.957 1.838 1.326
H 0.491 3.226 0.333
H 1.789 2.093 -0.128
H -0.862 1.873 -1.099
H 1.178 -0.245 -0.527
H -0.169 -0.309 -1.822
H -0.488 -0.304 1.222
H -1.550 1.093 1.108
H -2.656 -0.061 -0.960
H -3.051 -0.408 0.680
H -2.947 -2.462 -0.405
H -1.521 -2.089 -1.289
H -1.393 -2.472 0.437
H 3.518 -1.444 1.165
H 3.816 0.104 0.692
H 3.996 -1.113 -0.321
```

Calculated values
Total charge: +1
Highest occupied orbital energy, eV: -14.018

These are the Löwdin partial charges, in e, on atoms 1 to 4: -0.02 -0.29 0.16 -0.09



Model B:
Computed, not measured: 2 unconnected molecules or ions with the total composition C6H16N, with the ωB97M-V functional and the def2-TZVPD basis.

The geometry in XYZ format:
```
23
C6H16N | the Open Molecules 2025 dataset | the ωB97M-V functional and the def2-TZVPD basis
C -0.904 -0.827 0.931
C -0.382 0.612 0.673
C -0.219 1.367 2.009
C 0.017 2.850 1.734
H -0.105 -1.474 1.290
H -1.441 -1.341 0.119
H -1.686 -0.787 1.693
H -1.035 1.162 -0.006
H 0.614 0.608 0.217
H 0.635 0.984 2.571
H -1.138 1.196 2.567
H 0.876 2.998 1.079
H 0.170 3.376 2.678
H -0.855 3.309 1.260
C 0.879 -1.747 -2.629
C 1.175 -2.724 -1.788
N 0.057 -0.631 -2.113
H 1.372 -1.514 -3.560
H 1.926 -3.462 -2.030
H 0.515 -2.920 -0.948
H -0.636 -0.922 -1.406
H 0.628 -0.013 -1.527
H -0.464 -0.099 -2.813
```

Calculated values
Total charge: +1
Highest occupied orbital energy, eV: -14.771

These are the Löwdin partial charges, in e, on atoms 1 to 4: -0.11 -0.28 -0.26 -0.11



Model C:
Computed, not measured: a gas-phase ion, C6H16N (charge +1), with the ωB97M-V functional and the def2-TZVPD basis.

The geometry in XYZ format:
```
23
C6H16N | the Open Molecules 2025 dataset | the ωB97M-V functional and the def2-TZVPD basis
C -1.776 -0.901 1.176
C -0.484 -0.100 1.153
C -0.119 0.645 -0.147
C 0.903 1.744 0.181
C 0.355 -0.346 -1.215
C 0.273 0.298 -2.619
N 0.656 -1.104 1.480
H -2.528 -0.391 1.696
H -1.677 -1.919 1.542
H -2.161 -0.917 0.152
H -0.363 0.580 1.997
H -1.044 1.105 -0.483
H 0.489 2.745 0.241
H 1.584 1.860 -0.672
H 1.501 1.538 1.067
H -0.296 -1.219 -1.180
H 1.414 -0.579 -1.067
H -0.603 -0.101 -3.150
H 1.007 -0.131 -3.304
H 0.193 1.376 -2.577
H 0.801 -1.869 0.826
H 0.463 -1.460 2.415
H 1.533 -0.631 1.643
```

Calculated values
Total charge: +1
Highest occupied orbital energy, eV: -15.206
SMILES: CC[C@H](C)[C@@H](C)[NH3+]

These are the Löwdin partial charges, in e, on atoms 1 to 4: -0.01 -0.28 -0.35 -0.04



Which of them is least stable? Easy: model A.